No. 1
{"formula": "C3H8NO2S", "method": "ωB97M-V/def2-TZVPD", "e_homo_ev": -2.57, "energy_ev": -19660.3227, "de_lowest_kj_mol": 337.4, "charge": -1, "multiplicity": 1, "species": ["O", "C", "C", "C", "S", "N", "H", "H", "H", "H", "H", "H", "H", "H", "O"], "positions_angstrom": [[0.075, 0.598, -2.187], [0.623, 0.157, -1.183], [-0.044, -0.954, -0.187], [0.146, -0.828, 1.363], [1.875, -0.963, 1.726], [-1.475, -0.735, -0.341], [1.637, 0.500, -1.011], [0.235, -1.951, -0.546], [-0.147, 0.042, 1.914], [-0.228, -1.782, 1.607], [-1.985, -1.309, -0.911], [-1.789, 0.248, -0.255], [0.228, 2.222, 0.784], [0.786, 2.145, -0.675], [0.061, 2.611, -0.098]], "mulliken_charge": [-0.55, -0.57, 0.03, -0.76, -0.71, -0.46, 0.68, 0.41, 0.23, 0.32, 0.14, 0.21, 0.33, 0.39, -0.68]}

No. 2
{"formula": "C3H8NO2S", "method": "ωB97M-V/def2-TZVPD", "e_homo_ev": -3.29, "energy_ev": -19663.2538, "de_lowest_kj_mol": 54.6, "charge": -1, "multiplicity": 1, "species": ["C", "C", "S", "C", "N", "O", "H", "H", "H", "H", "H", "H", "H", "H", "O"], "positions_angstrom": [[-1.202, 0.581, 0.316], [-1.197, -0.722, -0.570], [-0.734, -0.518, -2.319], [-0.255, 0.534, 1.510], [1.070, 0.464, 1.204], [-0.661, 0.578, 2.677], [-2.218, 0.775, 0.755], [-0.956, 1.385, -0.312], [-2.191, -1.201, -0.525], [-0.529, -1.485, -0.138], [1.673, 0.402, 1.981], [1.397, 0.338, 0.264], [1.178, -0.105, -1.873], [2.458, -0.981, -1.492], [2.168, -0.044, -1.478]], "mulliken_charge": [-0.44, -0.77, -0.65, 0.45, -0.28, -0.70, 0.24, 0.33, 0.26, 0.34, 0.19, 0.28, 0.20, 0.32, -0.76]}

No. 3
{"formula": "C3H8NO2S", "method": "ωB97M-V/def2-TZVPD", "e_homo_ev": [-10.13, -10.01], "energy_ev": -19659.7978, "de_lowest_kj_mol": 0.0, "charge": 0, "multiplicity": 2, "species": ["C", "C", "S", "H", "H", "H", "H", "H", "N", "C", "O", "O", "H", "H", "H"], "positions_angstrom": [[-1.416, 1.253, -1.195], [-0.114, 1.377, -0.345], [-0.473, 0.907, 1.367], [-2.205, 1.813, -0.671], [-1.691, 0.222, -1.271], [-1.254, 1.656, -2.188], [0.274, 2.352, -0.431], [0.647, 0.714, -0.755], [1.484, -1.464, 1.500], [0.873, -1.867, 0.301], [-0.512, -1.801, 0.376], [1.523, -2.223, -0.691], [1.148, -0.515, 1.818], [2.494, -1.540, 1.367], [-0.778, -0.885, 0.817]], "mulliken_charge": [-1.00, -0.29, -0.24, 0.32, 0.32, 0.33, 0.42, 0.22, -0.41, 0.64, -0.50, -0.56, 0.20, 0.27, 0.29]}

No. 4
{"formula": "C3H8NO3", "method": "ωB97M-V/def2-TZVPD", "e_homo_ev": -4.55, "energy_ev": -10875.0235, "de_lowest_kj_mol": 73.7, "charge": -1, "multiplicity": 1, "species": ["N", "C", "O", "H", "H", "H", "H", "H", "O", "C", "O", "C", "H", "H", "H"], "positions_angstrom": [[-0.822, 1.807, -0.911], [-1.229, 0.539, -1.556], [-2.024, -0.308, -0.724], [-1.644, 2.367, -0.658], [-0.305, 1.568, -0.056], [-1.830, 0.751, -2.440], [-0.374, -0.082, -1.854], [-1.470, -0.441, 0.063], [0.949, -1.061, -0.406], [1.010, -0.532, 0.741], [0.172, 0.371, 1.174], [2.109, -0.942, 1.678], [2.144, -0.323, 2.608], [2.001, -2.024, 1.994], [3.111, -0.863, 1.181]], "mulliken_charge": [-0.67, -0.26, -0.60, 0.21, 0.39, 0.28, 0.26, 0.37, -0.70, 0.80, -0.85, -0.96, 0.26, 0.22, 0.26]}

No. 5
{"formula": "C3H8NO3", "method": "ωB97M-V/def2-TZVPD", "e_homo_ev": -4.12, "energy_ev": -10874.2637, "de_lowest_kj_mol": 147.0, "charge": -1, "multiplicity": 1, "species": ["C", "N", "C", "C", "O", "O", "H", "H", "H", "H", "H", "H", "H", "H", "O"], "positions_angstrom": [[0.453, 0.122, 2.001], [1.093, -0.579, 0.914], [0.203, -1.355, 0.002], [-0.767, -0.600, -0.793], [-1.277, -1.257, -1.758], [-1.078, 0.592, -0.483], [0.244, 1.195, 1.634], [1.136, 0.152, 2.776], [-0.491, -0.453, 2.375], [1.664, 0.108, 0.204], [-0.239, -2.160, 0.695], [0.828, -1.939, -0.724], [0.196, 1.728, -0.238], [1.035, 2.585, -1.111], [0.935, 2.394, -0.167]], "mulliken_charge": [-0.57, -0.45, -0.51, 0.69, -0.77, -0.77, 0.20, 0.31, 0.19, 0.34, 0.23, 0.22, 0.30, 0.29, -0.70]}

No. 6
{"formula": "C3H8NO3", "method": "ωB97M-V/def2-TZVPD", "e_homo_ev": -4.09, "energy_ev": -10874.9337, "de_lowest_kj_mol": 82.4, "charge": -1, "multiplicity": 1, "species": ["O", "C", "O", "C", "C", "N", "H", "H", "H", "H", "H", "H", "H", "H", "O"], "positions_angstrom": [[0.154, -3.002, -0.019], [-0.180, -1.994, 0.640], [-0.835, -1.891, 1.691], [0.312, -0.634, -0.010], [1.057, 0.204, 0.972], [-0.986, 0.165, -0.360], [0.776, -0.787, -0.982], [1.886, 0.792, 0.574], [0.395, 0.915, 1.483], [1.303, -0.436, 1.836], [-1.391, -0.483, -1.042], [-1.533, 0.038, 0.491], [-0.840, 2.892, -2.101], [-0.116, 1.647, -1.413], [-0.001, 2.576, -1.758]], "mulliken_charge": [-0.75, 0.34, -0.72, 0.27, -1.27, -0.85, 0.44, 0.30, 0.30, 0.36, 0.23, 0.29, 0.28, 0.48, -0.72]}

No. 7
{"formula": "C3H8NOP", "method": "ωB97M-V/def2-TZVPD", "e_homo_ev": -8.96, "energy_ev": -16065.1854, "de_lowest_kj_mol": 180.3, "charge": 0, "smiles": "C/C=C/O[PH2]=N", "multiplicity": 1, "species": ["C", "C", "C", "O", "P", "N", "H", "H", "H", "H", "H", "H", "H", "H"], "positions_angstrom": [[-2.110, 1.219, 0.554], [-1.372, -0.002, -0.034], [-0.080, -0.153, 0.230], [0.445, -1.332, -0.245], [1.968, -1.473, -0.786], [2.699, -0.235, -0.412], [-1.288, 1.970, 0.817], [-2.710, 1.814, -0.141], [-2.630, 0.877, 1.438], [-2.061, -0.848, -0.365], [0.511, 0.382, 0.998], [2.309, -2.829, -0.453], [1.738, -1.593, -2.222], [3.709, -0.068, -0.368]], "mulliken_charge": [-0.96, 0.08, -0.29, -0.36, 0.29, -0.56, 0.26, 0.31, 0.25, 0.29, 0.33, 0.06, 0.06, 0.23]}

No. 8
{"formula": "C3H8NOP", "method": "ωB97M-V/def2-TZVPD", "e_homo_ev": -8.47, "energy_ev": -16065.5685, "de_lowest_kj_mol": 143.3, "charge": 0, "smiles": "NPC[C@H]1CO1", "multiplicity": 1, "species": ["N", "P", "C", "C", "C", "O", "H", "H", "H", "H", "H", "H", "H", "H"], "positions_angstrom": [[1.431, -1.752, 1.348], [-0.102, -1.502, 0.599], [0.465, -0.140, -0.541], [-0.704, 0.647, -1.071], [-1.215, 1.818, -0.357], [-0.468, 1.943, -1.534], [1.327, -2.344, 2.167], [2.057, -2.239, 0.711], [-0.564, -0.637, 1.608], [1.159, 0.506, 0.001], [1.004, -0.600, -1.378], [-1.410, 0.071, -1.668], [-2.263, 2.084, -0.435], [-0.717, 2.146, 0.549]], "mulliken_charge": [-0.58, 0.06, -0.84, 0.07, -0.39, -0.44, 0.26, 0.24, 0.01, 0.39, 0.33, 0.40, 0.27, 0.24]}

No. 9
{"formula": "C3H8NOP", "method": "ωB97M-V/def2-TZVPD", "e_homo_ev": [-8.58, -8.58], "energy_ev": -16065.6296, "de_lowest_kj_mol": 137.4, "charge": 0, "smiles": "CCN(C)P=O", "multiplicity": 1, "species": ["C", "C", "N", "C", "P", "O", "H", "H", "H", "H", "H", "H", "H", "H"], "positions_angstrom": [[-0.335, -1.589, 0.977], [-0.088, -0.474, 0.031], [1.067, 0.220, 0.423], [1.074, 1.488, 1.163], [2.708, -0.312, -0.672], [3.868, 0.535, -0.332], [0.632, -2.119, 0.919], [-0.515, -1.334, 2.035], [-0.968, -2.502, 0.519], [0.099, -0.821, -0.976], [-0.894, 0.278, 0.099], [0.914, 2.362, 0.425], [0.314, 1.380, 1.966], [2.131, 1.626, 1.694]], "mulliken_charge": [-0.93, -0.60, -0.06, -0.80, 0.43, -0.43, 0.27, 0.27, 0.31, 0.35, 0.36, 0.26, 0.36, 0.22]}

No. 10
{"formula": "C3H8NOP", "method": "ωB97M-V/def2-TZVPD", "e_homo_ev": [-8.90, -8.30], "energy_ev": -16060.8282, "de_lowest_kj_mol": 600.7, "charge": 0, "multiplicity": 1, "species": ["C", "C", "C", "N", "O", "P", "H", "H", "H", "H", "H", "H", "H", "H"], "positions_angstrom": [[0.487, 0.613, 3.316], [0.427, 0.075, -2.574], [-0.026, -0.687, -1.316], [0.066, -0.535, 1.890], [-1.068, -0.140, -0.453], [-1.365, -0.275, 1.190], [0.780, 0.031, 4.234], [0.254, 1.670, 3.182], [1.408, -0.064, -2.633], [-0.137, -0.187, -3.495], [0.393, 1.126, -2.351], [0.863, -1.011, -0.619], [-0.359, -1.600, -1.651], [-1.723, 0.984, 1.280]], "mulliken_charge": [-0.50, -1.06, -0.28, -0.37, -0.31, 0.24, 0.30, 0.35, 0.41, 0.25, 0.32, 0.32, 0.31, 0.01]}

No. 11
{"formula": "C3H8NOS", "method": "ωB97M-V/def2-TZVPD", "e_homo_ev": -13.42, "energy_ev": -17605.8656, "de_lowest_kj_mol": 54.7, "charge": 1, "smiles": "[NH3+][C@H](C=O)CS", "multiplicity": 1, "species": ["N", "C", "C", "O", "C", "S", "H", "H", "H", "H", "H", "H", "H", "H"], "positions_angstrom": [[1.335, -1.246, 0.945], [0.214, -0.323, 0.609], [-0.762, -1.212, -0.230], [-0.542, -2.384, -0.321], [0.690, 0.956, -0.110], [-0.777, 1.976, -0.436], [1.716, -1.759, 0.146], [2.107, -0.784, 1.437], [0.984, -1.941, 1.612], [-0.382, -0.121, 1.503], [-1.469, -0.648, -0.847], [1.253, 1.524, 0.621], [1.142, 0.608, -1.037], [-0.664, 2.212, -1.748]], "mulliken_charge": [-0.31, -0.18, 0.08, -0.44, -0.75, -0.20, 0.37, 0.34, 0.37, 0.34, 0.38, 0.38, 0.44, 0.19]}

No. 12
{"formula": "C3H8NP", "method": "ωB97M-V/def2-TZVPD", "e_homo_ev": -9.31, "energy_ev": -14016.6171, "de_lowest_kj_mol": 207.8, "charge": 0, "multiplicity": 1, "species": ["C", "C", "C", "N", "P", "H", "H", "H", "H", "H", "H", "H", "H"], "positions_angstrom": [[-0.260, 0.080, 0.071], [0.866, -1.485, -0.012], [0.372, 1.220, -0.613], [-0.721, 0.392, 1.343], [-1.986, -0.317, 0.274], [1.725, -1.008, -0.542], [0.403, -2.197, -0.601], [0.841, -1.605, 1.096], [-0.210, 2.091, -0.402], [0.318, 0.951, -1.699], [1.471, 1.329, -0.578], [-0.383, -0.270, 2.012], [-2.435, 0.819, -0.349]], "mulliken_charge": [0.71, -0.84, -1.36, -0.65, -0.02, 0.26, 0.32, 0.29, 0.38, 0.32, 0.32, 0.26, 0.01]}